# 1
Below is a 13-piece molecular cluster, C49H98Cl2O30 overall in a non-equilibrium geometry, with properties calculated with ωB97M-V/def2-TZVPD.

The geometry in XYZ format:
```
179
Properties=species:S:1:pos:R:3:forces:R:3
C -1.083498 4.705026 -2.427699 0.35 1.33 -0.05
Cl -0.955088 3.030296 -2.684814 -0.40 -2.03 0.07
Cl 0.476638 5.379997 -2.988173 -0.34 0.65 0.05
H -1.932366 5.050513 -3.017751 0.37 0.39 0.06
H -1.191142 4.962873 -1.374123 -0.11 -0.23 -0.20
C -4.109110 1.049568 -1.283619 -0.04 1.10 1.31
C -3.848907 1.144737 0.253077 -0.60 -1.80 -1.17
O -3.075553 2.251307 0.589123 0.25 0.31 0.03
C -3.689741 3.429760 0.592621 -1.60 1.85 0.53
O -4.905988 3.660397 0.615334 3.18 -0.81 -0.09
O -2.678900 4.344251 0.609011 0.26 -1.09 -0.06
C -2.901159 5.533011 1.301509 -2.63 2.38 1.71
H -4.334247 2.055610 -1.637581 -0.20 0.11 0.00
H -5.017848 0.471774 -1.452299 0.37 -0.39 -0.34
H -3.208416 0.763450 -1.826747 -0.28 -0.58 0.12
H -3.292402 0.260762 0.564517 0.50 0.13 -0.06
H -4.761092 1.086387 0.846893 -0.42 0.62 -0.21
H -3.842492 5.989321 0.995294 0.10 0.20 -0.78
H -2.160906 6.328146 1.390293 0.79 -0.75 -1.23
H -3.146745 5.456710 2.360741 0.34 -1.25 0.24
C 1.831566 -0.397876 5.555023 -1.46 -1.35 -1.73
C 0.642096 -1.106632 6.264874 0.65 1.80 0.59
O 0.275476 -2.355990 5.690747 0.79 0.13 0.67
C -0.515622 -2.402098 4.626895 1.29 1.72 1.08
O -1.065361 -1.462582 4.125989 -1.04 0.42 -0.56
O -0.472804 -3.625460 4.242084 -0.33 -3.14 -0.89
C -1.451064 -4.099157 3.324506 -0.31 0.98 -0.52
H 2.617391 -1.132538 5.379372 0.52 0.44 0.71
H 2.103908 0.618840 5.838239 0.13 -0.46 0.74
H 1.473381 -0.268471 4.533723 -0.09 0.27 -0.34
H -0.216424 -0.435164 6.278419 -0.13 -0.08 -0.07
H 0.932297 -1.279688 7.301185 -0.27 -0.50 -0.08
H -2.436337 -3.950584 3.766408 -0.11 -0.21 0.00
H -1.293347 -5.141402 3.047098 0.34 0.15 0.51
H -1.394419 -3.483972 2.426489 -0.08 -0.01 -0.18
C -0.167235 -6.060152 -8.831785 -0.34 -1.04 0.38
C -0.414014 -5.021179 -7.748602 0.16 0.30 -1.01
O -0.462570 -5.474560 -6.398812 -2.47 -0.73 -1.10
C 0.482785 -5.266139 -5.591499 5.06 0.22 2.48
O 1.642805 -4.913951 -5.846391 -2.84 -0.38 0.49
O 0.182611 -5.608052 -4.266894 0.85 0.96 -1.32
C -1.109253 -6.045877 -3.950224 -0.50 -0.81 0.28
H 0.774277 -6.606649 -8.886450 0.65 1.04 0.06
H -0.440783 -5.549537 -9.755116 0.37 -0.24 -0.19
H -0.796090 -6.946418 -8.747156 -0.85 0.34 0.18
H -1.413755 -4.625396 -7.927374 0.08 0.12 0.13
H 0.313111 -4.214904 -7.845157 0.01 -0.02 0.25
H -1.442393 -6.723812 -4.736046 -0.57 0.26 0.16
H -1.798502 -5.235389 -3.713291 -0.04 0.16 -0.78
H -1.069907 -6.615465 -3.021721 0.47 -0.17 -0.01
C 3.310776 -2.318862 2.925450 -1.43 0.05 -1.92
C 3.544953 -3.458925 1.874089 1.27 0.67 0.31
O 3.220811 -3.037766 0.507695 -1.42 -0.41 -0.99
C 3.279820 -3.833353 -0.614960 4.38 -0.52 -1.29
O 3.803410 -4.954710 -0.758240 -2.44 2.29 1.49
O 3.157936 -3.014084 -1.736491 -0.67 -0.44 1.70
C 3.277910 -3.637178 -3.031317 -1.27 0.54 -0.64
H 3.524201 -1.343211 2.488807 0.69 -0.06 -0.06
H 3.836410 -2.441826 3.872384 0.01 -0.33 -0.29
H 2.235078 -2.219003 3.070330 -0.18 -0.27 0.56
H 3.003748 -4.358453 2.167424 0.18 -0.05 -0.30
H 4.630028 -3.562239 1.880503 -0.06 -0.76 -0.15
H 4.280948 -3.640332 -3.457916 0.19 -0.78 0.75
H 2.769005 -3.002845 -3.757082 -0.15 0.62 0.36
H 2.646174 -4.522301 -3.105956 0.89 -0.53 0.24
C 0.323351 1.172664 1.334551 -0.23 -1.51 -1.41
C 0.066686 1.022745 -0.199502 0.73 1.23 0.25
O 0.452596 -0.193559 -0.901664 -0.21 -0.83 1.99
C -0.333890 -1.239303 -0.669476 -2.45 0.11 -1.44
O -1.549972 -1.139148 -0.334642 3.34 -1.07 -0.32
O 0.309660 -2.340758 -1.143373 -0.99 1.12 1.15
C -0.440050 -3.534972 -1.314907 -0.07 -0.54 -0.18
H -0.341466 0.511216 1.890077 0.00 0.16 0.29
H 0.176571 2.220627 1.595950 -0.04 -0.10 -0.06
H 1.359074 0.880553 1.507890 0.03 0.14 0.32
H 0.805958 1.706019 -0.617485 -0.60 0.26 -0.44
H -0.956637 1.261314 -0.489356 0.23 0.12 0.10
H 0.280123 -4.352615 -1.344989 0.06 0.16 -0.18
H -0.997017 -3.498973 -2.251174 0.24 0.06 -0.05
H -1.149752 -3.770461 -0.521829 0.05 0.45 0.30
C -0.408581 -0.134838 -4.136457 -1.06 -1.21 0.41
C 0.988625 -0.431844 -4.682749 -0.45 0.17 1.77
O 0.887570 -0.528592 -6.070176 -0.27 0.37 -2.66
C 1.845283 -1.080501 -6.849127 1.70 -0.29 0.80
O 2.845052 -1.615221 -6.378652 -1.74 0.78 -1.34
O 1.553970 -0.907448 -8.188752 -0.35 0.70 2.25
C 2.406241 -1.604758 -9.092837 -0.05 -0.60 0.24
H -0.513700 -0.363612 -3.075938 0.67 0.20 0.16
H -1.143788 -0.837776 -4.528175 0.21 -0.13 -0.50
H -0.871801 0.845768 -4.245765 0.68 0.20 -0.50
H 1.393122 -1.352552 -4.262295 -0.14 -0.09 -0.02
H 1.605944 0.378114 -4.294197 0.59 0.11 -0.72
H 3.439855 -1.260227 -9.060778 -0.03 -0.18 0.39
H 2.054805 -1.447830 -10.112629 -0.36 0.09 0.28
H 2.269944 -2.641516 -8.785204 0.76 -0.24 -0.55
O -2.985041 4.450305 4.440783 0.06 -3.73 2.83
C -2.730864 3.338220 4.957442 -0.26 1.65 -1.60
O -3.371794 2.652347 6.054418 2.46 0.65 -3.11
C -4.403182 3.244180 6.790037 -0.67 1.70 -0.84
C -5.696851 3.424368 5.931493 -0.88 -0.38 0.78
C -1.632153 2.407401 4.353191 -1.49 -0.30 1.08
H -4.071035 4.237775 7.090921 -0.10 0.32 -0.15
H -4.372280 2.701947 7.735082 -1.01 -0.39 -0.26
H -6.280296 2.550576 5.641336 0.59 -0.81 0.29
H -5.620267 3.948087 4.978629 0.89 0.31 0.29
H -6.466272 3.958091 6.489377 0.26 0.38 0.30
H -1.082228 2.709103 3.461754 -0.15 0.82 0.51
H -2.174529 1.520716 4.024997 -0.02 -0.29 0.16
H -1.012982 2.088531 5.191673 0.30 -0.03 -0.28
O -3.121859 -3.012506 -5.069845 -0.76 2.83 3.36
C -3.423362 -2.408394 -4.005947 -0.52 -0.92 -3.62
O -3.749375 -1.040583 -3.881992 1.06 -2.77 -0.27
C -3.674037 -0.266944 -5.094511 0.00 0.11 -0.52
C -3.940390 1.175431 -4.762367 -0.28 -0.21 -0.23
C -3.585170 -3.160449 -2.717651 0.61 1.22 0.68
H -4.463905 -0.594211 -5.770611 0.04 -0.27 -0.01
H -2.721583 -0.391988 -5.609579 -0.04 -0.25 0.20
H -3.176397 1.678940 -4.170010 -0.07 -0.22 0.13
H -4.917341 1.175882 -4.278979 0.05 0.55 0.17
H -4.014869 1.692223 -5.719174 -0.10 0.18 0.06
H -3.142160 -2.456661 -2.013005 0.10 -0.16 0.63
H -3.004822 -4.083020 -2.704494 -0.42 0.12 -0.21
H -4.616498 -3.299241 -2.393300 -0.10 -0.08 -0.49
O 5.950831 -1.531745 0.735461 -0.21 0.90 -3.43
C 5.963879 -1.390592 -0.514916 0.63 -1.40 2.15
O 5.565611 -0.321170 -1.204982 0.56 0.11 -0.42
C 4.994292 0.836660 -0.531371 1.13 -1.30 1.88
C 3.576633 0.922043 -0.963699 -0.25 -0.27 -0.33
C 6.551801 -2.520297 -1.425820 -0.81 0.55 0.44
H 5.594103 1.736720 -0.666357 0.04 -0.14 -0.91
H 5.196417 0.615551 0.516646 -0.79 0.06 0.31
H 3.644734 1.261216 -1.997347 -0.76 0.47 0.03
H 2.964773 1.508579 -0.278353 0.18 0.48 -0.35
H 3.108801 -0.061548 -1.006032 0.20 -0.16 0.16
H 7.576218 -2.285225 -1.714618 0.08 0.00 0.38
H 6.034313 -2.694033 -2.369274 -0.32 0.52 0.11
H 6.470518 -3.458452 -0.876854 0.37 0.17 0.13
O -0.189208 7.117019 2.713474 1.33 0.55 -0.83
C 0.710960 6.773625 1.968784 0.49 0.50 0.68
O 1.957963 7.344081 1.843709 -0.72 0.41 -0.06
C 2.255031 8.650501 2.437601 -0.94 0.04 1.16
C 2.966769 8.515152 3.787218 0.01 -0.61 0.17
C 0.575704 5.504190 1.167759 -0.23 -0.42 0.98
H 1.316296 9.170652 2.628163 -0.23 -0.19 -0.07
H 2.778056 9.304834 1.740174 0.32 -0.73 -0.29
H 3.817081 7.833588 3.764280 0.23 0.19 -0.36
H 2.326720 8.081479 4.555575 -0.42 -0.02 -0.21
H 3.287470 9.465880 4.213103 0.07 0.15 -0.41
H -0.118715 4.987164 1.830003 -0.22 -0.47 -0.46
H 1.480221 4.896634 1.138818 0.13 0.37 -0.36
H 0.105691 5.631968 0.192637 0.30 0.17 0.06
O -6.105986 -1.660575 0.831278 -0.78 1.17 -0.76
C -5.126609 -2.246534 1.257135 1.49 -2.10 3.57
O -4.423611 -1.954025 2.329243 0.05 -1.95 -3.21
C -4.721123 -0.902295 3.187321 -0.89 2.22 2.02
C -5.765090 -1.338157 4.220724 -0.13 -0.08 -0.76
C -4.912559 -3.670572 0.781839 0.61 -0.16 -1.64
H -5.073081 -0.042795 2.616803 -0.05 0.00 0.04
H -3.786027 -0.611079 3.665758 0.14 -0.28 -0.16
H -5.483090 -2.206399 4.816314 0.41 0.31 0.14
H -6.662728 -1.655708 3.690163 -0.28 0.17 -0.05
H -6.031092 -0.475939 4.832217 0.11 -0.18 0.13
H -5.633760 -4.019217 0.042639 -0.39 0.17 0.39
H -4.737640 -4.390901 1.580996 -0.42 0.51 0.37
H -3.998588 -3.652038 0.188192 0.43 0.35 -0.01
O 3.588925 2.009138 3.065917 1.12 -0.08 -0.80
C 4.383166 2.365218 3.906898 -2.07 -0.54 1.96
O 5.467820 1.682408 4.329643 -0.83 1.48 0.83
C 6.057461 0.688924 3.543573 1.83 0.17 -1.61
C 7.365096 1.350843 2.930453 -0.56 -1.80 -0.04
C 3.876453 3.416694 4.944667 1.39 -0.69 -0.63
H 5.332087 0.275159 2.843047 0.22 0.27 -0.33
H 6.404346 -0.148238 4.149333 -0.29 0.22 0.42
H 7.208068 2.316039 2.448949 -0.06 -0.02 0.32
H 7.819881 0.673215 2.207887 -0.40 -0.09 -0.47
H 8.154651 1.330554 3.681643 -0.29 0.78 0.35
H 3.181784 4.090144 4.442660 0.19 -0.03 0.20
H 4.704229 3.908807 5.455258 -0.11 0.27 -0.20
H 3.373746 2.831655 5.714802 -0.21 -0.01 -0.10
```
Positions in Å, forces in eV/Å.

Calculated values
Net charge = +1
E = -138859.076 eV
Spin multiplicity = 2
HOMO-LUMO gap (alpha / beta) = 0.259 / 0.074 Eh
Molecular weight = 1238.20 g/mol

# 2
Below is C4BNO11Tl as an isolated structure in a non-equilibrium geometry, with properties calculated with ωB97M-V/def2-TZVPD.

The geometry in XYZ format:
```
18
Properties=species:S:1:pos:R:3:forces:R:3
Tl 2.520289 1.007465 3.709862 -0.04 0.04 -0.18
N 3.979123 0.893952 0.567701 0.01 0.42 0.94
O 4.145795 0.919354 -0.624693 0.09 -0.06 0.43
O 3.677701 -0.138651 1.196554 -0.14 -0.29 -0.62
O 4.085704 1.901791 1.289556 0.07 0.01 -0.65
O 1.726569 0.778934 -1.466085 0.00 0.21 -0.09
C 0.689758 0.462585 -0.986117 0.39 -0.99 -0.91
O -0.289386 -0.192603 -1.554316 -0.48 0.05 0.35
B -1.396161 -0.361267 -0.594676 -0.50 -0.37 0.05
O -0.937277 0.303144 0.667698 0.14 -0.56 -0.91
C 0.295230 0.666898 0.494797 -0.87 1.24 1.18
O 0.966589 1.226546 1.306018 1.01 -0.03 0.53
O -2.637459 0.207843 -1.106218 0.44 0.37 0.04
C -3.645808 -0.616450 -0.973446 -0.32 0.95 -0.34
O -4.770639 -0.459403 -1.264348 -0.46 -0.14 -0.04
C -3.036784 -1.928093 -0.341851 0.18 -2.14 0.46
O -1.745027 -1.764611 -0.280879 0.84 0.82 -0.16
O -3.628217 -2.907432 -0.039556 -0.36 0.48 -0.11
```
Positions in Å, forces in eV/Å.

Calculated values
Net charge = +1
E = -33517.274 eV
Energy relative to the best compared isomer or geometry (same formula, charge and spin) = 19.7 kJ/mol
HOMO-LUMO gap = 0.077 Eh
Molecular weight = 453.24 g/mol

# 3
Below is a 2-piece molecular cluster, C4F5N overall in a non-equilibrium geometry, with properties calculated with ωB97M-V/def2-TZVPD.

The geometry in XYZ format:
```
10
Properties=species:S:1:pos:R:3:forces:R:3
C -2.457234 -0.163346 -1.316381 1.05 -2.37 1.65
C 0.549717 -0.324117 -0.510919 -1.49 -0.01 0.82
C 1.116266 -0.667368 0.768726 3.59 0.36 2.69
C 0.243801 0.575002 0.669854 -1.01 2.25 -0.33
N -2.716844 0.751094 -1.937069 -0.73 2.33 -1.59
F 1.452887 0.040945 -1.341260 0.75 0.79 -2.01
F 2.438602 -0.436663 1.045229 -0.31 0.29 -1.27
F 0.818559 -1.614555 1.595544 -1.68 -1.32 0.45
F -0.843507 0.456505 1.406245 -0.91 -0.51 -0.24
F 0.546813 1.908636 0.676344 0.72 -1.81 -0.18
```
Positions in Å, forces in eV/Å.

Calculated values
Net charge = 0
E = -19216.781 eV
Energy relative to the best compared isomer or geometry (same formula, charge and spin) = 731.9 kJ/mol
HOMO-LUMO gap (alpha / beta) = 0.368 / 0.219 Eh
Molecular weight = 157.04 g/mol

# 4
Below is C4H10B3BeBrCaClF2KLiNO17S2 as an isolated structure in a non-equilibrium geometry, with properties calculated with ωB97M-V/def2-TZVPD.

The geometry in XYZ format:
```
45
Properties=species:S:1:pos:R:3:forces:R:3
N 1.547860 -0.446997 -0.025969 0.05 2.40 0.27
C 1.648816 0.839114 -0.253204 -0.61 -1.18 -0.07
C 1.000058 1.491799 -1.550594 -0.23 -1.11 0.73
B -0.362659 2.188369 -1.134865 2.49 1.74 -0.66
O -0.266725 3.455795 -0.439127 -1.80 -3.40 1.92
B -0.827295 3.151186 0.836185 0.92 2.20 -2.42
O -2.258993 2.831655 0.821497 0.01 -3.70 -1.74
B -2.567844 1.957600 -0.295915 2.59 2.74 -0.90
S -4.332732 1.219900 -0.250983 -6.75 1.83 1.11
O -5.136588 1.909465 0.807095 3.38 -2.24 -1.97
O -5.059584 1.397036 -1.557325 3.05 -1.72 1.23
F -4.229728 -0.381200 0.227825 0.49 3.41 -1.50
O -1.702813 1.663831 -1.350403 -1.75 0.19 2.76
H 2.040087 -0.654584 0.862004 -0.11 -0.06 -0.60
H 2.200561 1.493437 0.492389 -0.62 -0.32 -1.15
H 0.916955 0.718321 -2.367451 0.01 0.60 1.04
H 1.741293 2.349051 -1.855529 -1.10 -0.96 0.27
H -0.141773 3.110894 1.798232 -0.41 -0.20 0.34
Ca -2.245502 0.091208 1.690911 -0.84 -2.71 -0.33
Br 2.448053 4.154011 -1.934364 0.12 0.40 -0.94
F -4.758641 -1.842536 1.703539 0.38 -0.59 0.61
O 2.535297 6.011791 0.456276 0.31 -0.02 0.16
Cl 1.600816 6.417420 1.489183 -0.08 0.99 0.21
O 0.546060 7.205958 0.898671 0.21 -0.39 0.07
O 2.294286 7.196490 2.488390 -0.13 -0.38 -0.22
O 1.031937 5.230758 2.105038 -0.11 -0.33 -0.06
Be -3.676265 0.382868 -3.045824 -0.36 -0.45 0.23
O -3.818556 -2.865104 -2.027898 -0.28 0.76 -0.99
S -2.702719 -3.114501 -1.099195 0.18 -1.16 1.41
O -2.148429 -1.821275 -0.636848 0.39 1.45 0.71
O -1.654224 -3.880378 -1.794507 -0.36 0.40 -0.44
O -3.191613 -3.882243 0.058933 -0.82 -0.03 0.19
Li -5.310361 -3.957383 0.662520 1.61 1.19 0.13
K 4.872838 5.065139 -0.862212 0.14 0.47 0.55
C 0.856716 -3.986929 -0.211618 0.06 -0.28 0.48
O 1.097523 -4.370296 1.126160 -0.12 0.17 -0.04
H -0.052699 -3.393439 -0.248018 0.16 0.02 -0.01
H 1.695947 -3.386211 -0.580081 -0.03 0.09 -0.26
H 0.732994 -4.879771 -0.834481 0.01 0.14 -0.22
H 1.913282 -4.897848 1.132479 0.19 -0.08 0.26
C 4.758991 -4.731426 1.343413 0.79 0.55 0.42
O 3.738569 -5.468284 1.224397 -0.33 0.00 0.72
O 5.291687 -4.386259 0.139914 -0.59 -0.45 -0.20
O 5.313085 -4.301189 2.363087 -0.75 -0.42 -0.26
H 4.622030 -4.885241 -0.371725 0.63 0.40 -0.82
```
Positions in Å, forces in eV/Å.

Calculated values
Net charge = 0
E = -187664.520 eV
HOMO-LUMO gap = 0.061 Eh
Molecular weight = 689.17 g/mol